# 1
71
Properties=species:S:1:pos:R:3 method="wB97M-V/def2-TZVPD" orbital_gap_ev=6.87 multiplicity=1 homo_ev=-4.10 total_charge=-1 total_energy_ev=-64387.8933 de_lowest_kcal_mol=19.52
Ca -0.079 -0.655 0.378
C 3.547 -0.356 1.288
C 3.015 1.063 1.208
N 2.095 1.273 0.087
C 2.732 1.085 -1.224
C 3.962 1.944 -1.494
C 1.382 2.568 0.165
C -0.123 2.388 0.042
N -0.538 1.494 1.125
C -1.295 1.972 2.137
C -1.217 1.324 3.394
F -0.321 0.321 3.539
C -1.970 1.682 4.485
F -1.784 0.995 5.634
C -2.875 2.729 4.451
C -2.974 3.381 3.241
F -3.854 4.400 3.104
C -2.234 3.030 2.129
F -2.495 3.700 0.979
H 4.135 -0.473 2.202
H 4.204 -0.599 0.448
H 2.763 -1.118 1.323
H 3.861 1.763 1.171
H 2.457 1.304 2.114
H 1.967 1.254 -1.977
H 3.001 0.034 -1.328
H 3.761 3.010 -1.365
H 4.294 1.796 -2.524
H 4.801 1.682 -0.846
H 1.763 3.269 -0.589
H 1.583 3.013 1.142
H -0.344 1.947 -0.946
H -0.604 3.362 0.064
H -3.467 3.011 5.309
C -1.299 -1.513 -1.864
C -1.289 -0.244 -2.493
C -0.008 -0.035 -3.032
C 0.771 -1.198 -2.779
C -0.023 -2.101 -2.049
C 0.315 -3.531 -1.736
C 2.169 -1.452 -3.261
C 0.422 1.199 -3.772
C -2.440 0.717 -2.582
C -2.536 -2.325 -1.591
H -0.097 -4.226 -2.480
H -0.053 -3.858 -0.761
H 1.395 -3.699 -1.715
H 2.203 -1.982 -4.220
H 2.743 -2.058 -2.554
H 2.729 -0.523 -3.407
H -0.029 1.276 -4.769
H 1.505 1.232 -3.923
H 0.150 2.121 -3.243
H -2.503 1.182 -3.572
H -2.388 1.542 -1.860
H -3.396 0.214 -2.409
H -2.354 -3.131 -0.871
H -2.918 -2.812 -2.497
H -3.368 -1.730 -1.200
N -2.279 -1.196 1.452
C -2.205 -2.119 2.615
C -1.488 -3.427 2.294
C 0.020 -3.368 2.115
O 0.706 -4.283 2.541
O 0.458 -2.327 1.468
H -2.782 -0.351 1.704
H -2.812 -1.638 0.712
H -3.201 -2.350 2.997
H -1.677 -1.594 3.411
H -1.908 -3.858 1.376
H -1.681 -4.148 3.088

***

# 2
73
Properties=species:S:1:pos:R:3 method="wB97M-V/def2-TZVPD" orbital_gap_ev=8.40 multiplicity=1 smiles="CCCCN[C@]1(N)[C@@H](CC(=O)Cl)O[C@](F)(C[C@@H](C)OCc2ccccc2)[C@]1(CCCF)COC(F)(F)F" homo_ev=-8.16 total_charge=0 total_energy_ev=-63770.1723
C 1.469 2.656 5.594
C 2.805 2.773 4.605
C 3.273 1.324 3.971
C 1.963 0.520 3.370
N 2.331 -0.265 2.110
C 1.117 -0.611 1.276
N -0.256 -0.655 1.906
C 1.248 -2.194 0.750
C 0.724 -3.399 1.725
C -0.663 -4.149 1.173
O -1.882 -3.881 1.665
Cl -0.399 -5.450 -0.172
O 0.256 -2.139 -0.376
C 0.108 -0.816 -0.998
F -1.166 -0.069 -0.901
C 0.200 -1.148 -2.598
C -1.186 -1.684 -3.286
C -0.873 -2.600 -4.650
O -2.050 -2.492 -2.404
C -3.420 -2.144 -2.806
C -4.091 -0.888 -1.995
C -4.700 0.348 -2.945
C -5.437 1.629 -2.236
C -5.589 1.710 -0.603
C -4.969 0.537 0.369
C -4.236 -0.738 -0.367
C 1.277 0.055 -0.250
C 1.231 1.681 -0.418
C 0.252 2.482 0.619
C -0.008 3.986 -0.067
F -1.069 3.811 -1.128
C 2.685 -0.299 -1.082
O 2.901 0.565 -2.255
C 3.961 0.062 -3.139
F 3.450 -0.617 -4.367
F 4.989 -0.778 -2.484
F 4.691 1.286 -3.641
H 1.656 3.323 6.537
H 1.330 1.541 5.981
H 0.504 3.058 5.056
H 2.630 3.597 3.787
H 3.682 3.159 5.297
H 4.101 1.481 3.138
H 3.802 0.732 4.842
H 1.035 1.220 3.241
H 1.658 -0.309 4.172
H 2.986 0.400 1.600
H -0.700 0.281 2.007
H -0.260 -1.067 2.863
H 2.345 -2.578 0.478
H 0.620 -3.063 2.850
H 1.547 -4.262 1.720
H 0.593 -0.225 -3.209
H 1.010 -2.014 -2.734
H -1.756 -0.722 -3.698
H -0.454 -3.639 -4.237
H -0.079 -2.113 -5.358
H -1.896 -2.862 -5.171
H -4.108 -3.092 -2.576
H -3.541 -1.950 -3.970
H -4.594 0.273 -4.123
H -5.899 2.495 -2.909
H -6.162 2.638 -0.130
H -5.083 0.600 1.545
H -3.787 -1.604 0.309
H 0.789 1.891 -1.508
H 2.314 2.166 -0.285
H 0.707 2.700 1.675
H -0.806 1.970 0.634
H -0.454 4.759 0.693
H 0.954 4.365 -0.625
H 2.729 -1.405 -1.462
H 3.651 -0.157 -0.394